Version a
{"formula": "C3H10NO", "method": "the ωB97M-V functional and the def2-TZVPD basis", "species": ["O", "N", "C", "C", "C", "H", "H", "H", "H", "H", "H", "H", "H", "H", "H"], "coordinates": [[-1.0669, -0.2340, -1.0173], [0.5234, 1.5802, -1.1736], [0.9375, 0.3620, -0.0688], [-0.5096, -1.4203, 1.2472], [-0.4137, -0.1875, 0.3713], [-1.1497, 0.6324, 0.8453], [-0.2651, 1.9770, -0.7042], [-1.4628, -2.0194, 0.9850], [1.3932, 0.7442, 0.8463], [1.5936, -0.4330, -0.5816], [0.5043, -2.0374, 1.3544], [-1.0705, -1.2012, -1.0987], [-0.7891, -1.1833, 2.1704], [0.3088, 1.1934, -2.1120], [1.4665, 2.2268, -1.0637]], "lowdin_charge": [-0.107, 0.176, -0.037, -0.034, -0.381, 0.187, 0.114, 0.137, 0.125, 0.163, 0.147, 0.092, 0.020, 0.158, 0.240], "total_charge": 1, "smiles": "C[C@H](O)C[NH3+]", "homo_ev": -15.16, "spin_multiplicity": 1, "lumo_ev": -3.67}

***

Version b
{"formula": "C3H10NO", "method": "the ωB97M-V functional and the def2-TZVPD basis", "species": ["O", "N", "C", "C", "C", "H", "H", "H", "H", "H", "H", "H", "H", "H", "H"], "coordinates": [[-1.3453, 0.2276, 0.6087], [0.6880, -0.2197, -1.1617], [-0.4873, 0.4192, 1.7102], [0.4306, -1.5261, -1.8956], [-0.2913, 1.5937, 2.2960], [1.3392, -1.8615, -2.3794], [0.1188, 1.5117, 3.2834], [0.6248, 0.5294, -1.8467], [-0.4546, 2.5266, 1.7740], [0.1112, -2.2502, -1.1550], [-1.9009, 1.0187, 0.5967], [0.0488, -0.4936, 1.8932], [1.5562, -0.1315, -0.6367], [-0.1105, -0.0648, -0.4819], [-0.3278, -1.2794, -2.6051]], "lowdin_charge": [-0.057, 0.133, -0.241, 0.016, 0.051, 0.101, 0.071, 0.162, 0.078, 0.103, 0.121, 0.115, 0.164, 0.089, 0.095], "total_charge": 1, "homo_ev": -13.46, "spin_multiplicity": 1, "lumo_ev": -3.50}

***

It is version b that is the most stable of them.

***

Version a
{"formula": "C3H10NO", "method": "the ωB97M-V functional and the def2-TZVPD basis", "species": ["O", "N", "C", "C", "C", "H", "H", "H", "H", "H", "H", "H", "H", "H", "H"], "coordinates": [[-0.8650, 0.8008, -1.0853], [1.0712, -0.1394, 0.5729], [0.5805, -1.3520, 1.2507], [0.8092, -2.5460, 0.7110], [-1.4350, 2.1675, -1.0329], [-1.1738, 0.5737, -1.9712], [-2.0690, 2.1530, -0.1533], [1.1397, 0.5427, 1.3378], [-1.8995, 2.4361, -1.9748], [0.4143, 0.1620, -0.1831], [1.2869, -2.6079, -0.2631], [0.5935, -3.4704, 1.2236], [-0.6376, 2.8922, -0.8631], [0.1901, -1.3460, 2.2531], [1.9946, -0.2664, 0.1776]], "lowdin_charge": [-0.162, 0.191, -0.141, 0.079, -0.059, 0.096, 0.086, 0.177, 0.092, 0.104, 0.083, 0.084, 0.083, 0.120, 0.167], "total_charge": 1, "homo_ev": -15.01, "spin_multiplicity": 1, "lumo_ev": -3.36}

***

Version b
{"formula": "C3H10NO", "method": "the ωB97M-V functional and the def2-TZVPD basis", "species": ["O", "N", "C", "C", "C", "H", "H", "H", "H", "H", "H", "H", "H", "H", "H"], "coordinates": [[-1.7092, 1.2656, 1.1798], [1.1687, -0.0224, 0.2294], [1.4073, -0.0559, 1.4615], [0.0270, -0.7952, -1.8851], [-0.1026, -0.3737, -0.4156], [-2.5515, 1.2175, 0.7043], [-0.5880, 0.6001, -0.4249], [-0.6702, -1.0603, 0.1841], [0.8978, -1.4259, -2.0462], [1.8295, 0.4106, -0.4045], [2.3598, 0.0847, 1.9716], [0.0908, 0.0832, -2.5196], [-0.8779, -1.3513, -2.1310], [-1.9595, 1.8347, 1.9238], [0.6781, -0.4118, 2.1724]], "lowdin_charge": [-0.065, 0.066, 0.173, -0.044, -0.198, 0.067, 0.102, 0.129, 0.083, 0.185, 0.132, 0.084, 0.093, 0.066, 0.125], "total_charge": 1, "homo_ev": -15.67, "spin_multiplicity": 1, "lumo_ev": -4.82}

***

It is version b that is the most stable of them.

***

Version a
{"formula": "C3H10NO", "method": "the ωB97M-V functional and the def2-TZVPD basis", "species": ["O", "N", "C", "C", "C", "H", "H", "H", "H", "H", "H", "H", "H", "H", "H"], "coordinates": [[-0.9767, 0.1021, 1.5003], [-0.4011, -1.1374, -1.0826], [0.3678, 0.0716, 1.8054], [-0.3203, 0.0551, -2.0546], [1.1774, 1.1312, 1.8697], [0.8479, 2.1542, 1.9355], [-1.1835, -1.7334, -1.3599], [-1.3452, 0.9432, 1.7972], [-0.7521, -0.8376, -0.1573], [0.5426, -1.5097, -1.1016], [-0.1793, -0.4168, -3.0213], [-1.3031, 0.5138, -2.0689], [0.5120, 0.6870, -1.7772], [2.2319, 0.9062, 1.9067], [0.7817, -0.9295, 1.8087]], "lowdin_charge": [-0.046, 0.154, -0.274, 0.019, 0.041, 0.069, 0.171, 0.122, 0.103, 0.163, 0.099, 0.102, 0.100, 0.064, 0.112], "total_charge": 1, "homo_ev": -13.30, "spin_multiplicity": 1, "lumo_ev": -3.59}

***

Version b
{"formula": "C3H10NO", "method": "the ωB97M-V functional and the def2-TZVPD basis", "species": ["O", "N", "C", "C", "C", "H", "H", "H", "H", "H", "H", "H", "H", "H", "H"], "coordinates": [[1.3516, 0.8920, -1.3062], [-1.5376, 0.6892, 1.3635], [1.1527, -0.4818, -0.8592], [-0.3048, -0.6926, -0.4272], [-0.5251, -0.6345, 1.0421], [-1.4664, 1.4464, 0.6789], [-1.0865, -1.5536, 1.3297], [1.3614, -1.0175, -1.8129], [0.4275, -0.4221, 1.7397], [1.8238, -0.7075, -0.1060], [-1.0528, 0.0220, -1.0294], [-1.1813, 1.3004, 2.2726], [-2.5005, 0.3715, 1.6505], [-0.5571, -1.6867, -0.8504], [2.2449, 1.1395, -1.5015]], "lowdin_charge": [-0.082, 0.144, -0.221, -0.205, -0.071, 0.135, 0.128, 0.137, 0.175, 0.089, 0.174, 0.227, 0.165, 0.127, 0.078], "total_charge": 1, "smiles": "[NH3+]CCCO", "homo_ev": -14.02, "spin_multiplicity": 1, "lumo_ev": -3.93}

***

It is version a that is the most stable of them.

***

Version a
{"formula": "C2H7N2OS", "method": "the ωB97M-V functional and the def2-TZVPD basis", "species": ["S", "O", "N", "N", "C", "C", "H", "H", "H", "H", "H", "H", "H"], "coordinates": [[1.8345, -0.4553, -0.8839], [-0.9682, -0.3488, -0.2479], [0.2450, 1.8945, -0.2903], [1.2850, -0.2173, 0.8194], [0.4157, 0.3174, -0.0114], [-1.2269, -1.6995, -0.0223], [-1.9841, -1.6959, 0.7591], [-0.6591, 1.8442, -0.9509], [1.1248, 2.3397, -0.8629], [-1.5831, -2.2962, -0.8447], [-0.3034, -2.2751, 0.3220], [1.7291, 0.2103, 1.5755], [0.0906, 2.3820, 0.6382]], "lowdin_charge": [0.945, -0.174, 0.200, -0.164, -0.713, -0.111, 0.097, 0.221, 0.226, 0.089, 0.110, 0.093, 0.180], "total_charge": 1, "smiles": "CO[C@@]1([NH3+])NS1", "homo_ev": -13.62, "spin_multiplicity": 1, "lumo_ev": -4.27}

***

Version b
{"formula": "C2H7N2OS", "method": "the ωB97M-V functional and the def2-TZVPD basis", "species": ["S", "O", "N", "N", "C", "C", "H", "H", "H", "H", "H", "H", "H"], "coordinates": [[0.6847, 1.4248, 1.4319], [-0.9070, -0.7714, -0.2590], [0.7126, 1.5231, -0.4293], [1.6546, -0.8368, -0.0437], [-2.1417, -0.1677, -0.0635], [0.6969, 0.2969, 0.1203], [-2.9380, -0.8067, 0.3126], [1.8704, -1.2113, -0.8939], [1.5672, 1.9830, -0.7049], [-2.7025, 0.0920, -1.1016], [2.5074, -0.6782, 0.5914], [-2.1059, 0.6609, 0.6326], [1.1012, -1.5086, 0.4072]], "lowdin_charge": [1.009, -0.183, -0.072, 0.275, -0.193, -0.700, 0.080, 0.138, 0.096, 0.134, 0.220, 0.062, 0.134], "total_charge": 1, "homo_ev": -13.74, "spin_multiplicity": 1, "lumo_ev": -5.13}

***

It is version a that is the most stable of them.